Entry from OMol25: C43H40BCaN14O4S2 as an isolated structure (the ωB97M-V functional and the def2-TZVPD basis).

Output
Highest occupied orbital energy (alpha / beta) (eV): -2.843 / -2.839
Total charge: -2
E_LUMO (alpha / beta) (eV): 3.2 / 2.6
Multiplicity: 2
Relative energy (zero: lowest compared OMol25 entry of this formula, charge and spin) (eV): 0.000
Electronic energy (a.u.): -4229.3650
Expectation value of S²: 0.80
Gap between HOMO and LUMO (alpha / beta) (eV): 6.1 / 5.5

The geometry in XYZ format:
```
105
Properties=species:S:1:pos:R:3:forces:R:3:mulliken_spin:R:1
Ca -1.5116 1.8157 0.3335 0.531 -0.082 -0.412 0.05
C 0.6330 -0.0128 3.4452 -0.020 -0.032 -0.008 0.00
C 1.4277 0.9965 2.6784 -0.007 0.001 -0.031 0.00
C 2.8252 1.1511 2.6886 -0.015 0.016 -0.024 0.00
C 3.0620 2.1861 1.8143 -0.050 0.023 0.011 0.00
N 1.8735 2.6160 1.3387 0.025 -0.050 0.067 0.00
N 0.8631 1.8753 1.8577 0.064 0.023 -0.137 0.00
B 1.7583 3.6636 0.1940 0.054 0.023 0.081 -0.02
N 1.7015 2.9308 -1.1512 -0.022 -0.170 -0.124 -0.03
C 2.2619 3.2001 -2.3471 -0.095 0.025 0.087 0.00
C 1.8979 2.2029 -3.2214 0.092 -0.025 0.046 0.00
C 1.0940 1.3341 -2.4612 -0.051 0.088 0.071 0.00
C 0.4946 0.0433 -2.9144 -0.038 0.021 -0.079 -0.03
N 0.9566 1.7905 -1.2199 0.067 0.089 -0.101 0.04
N 0.5508 4.6165 0.3612 -0.078 0.045 0.023 0.01
C 0.5357 5.9204 0.0187 0.021 -0.073 0.055 0.00
C -0.7405 6.3965 0.1949 -0.064 -0.016 0.004 0.00
C -1.4823 5.2875 0.6392 0.162 -0.086 -0.008 0.00
C -2.9385 5.2560 0.9662 0.006 0.031 0.051 0.01
N -0.6948 4.2121 0.7254 -0.027 0.314 -0.096 0.00
N 3.0232 4.5638 0.3483 -0.048 0.065 -0.030 0.00
C 3.2291 5.3502 1.4259 -0.024 -0.032 0.007 0.00
C 4.4984 5.8739 1.3378 -0.015 0.029 0.031 0.00
C 5.0126 5.3347 0.1422 -0.033 -0.037 -0.022 0.00
C 6.3555 5.5530 -0.4808 0.043 0.019 -0.009 0.00
N 4.1218 4.5455 -0.4397 -0.037 -0.065 0.023 0.00
H 1.2962 -0.7813 3.8441 0.005 0.005 -0.009 0.00
H 0.1004 0.4378 4.2862 0.016 0.009 0.003 0.00
H -0.0970 -0.5078 2.8039 0.029 0.052 0.018 0.00
H 3.5459 0.5768 3.2486 -0.016 0.024 -0.024 0.00
H 3.9844 2.6468 1.4952 -0.040 -0.054 0.033 0.00
H 2.8916 4.0611 -2.4753 0.029 0.006 -0.005 0.00
H 2.1782 2.0992 -4.2574 -0.012 0.016 0.024 0.00
H 0.2919 0.0764 -3.9871 -0.017 0.020 0.018 0.00
H 1.1757 -0.7892 -2.7257 0.036 0.000 -0.023 0.00
H -0.4372 -0.1720 -2.3985 0.017 0.007 0.056 0.03
H 1.4342 6.4144 -0.3133 -0.049 -0.004 0.000 0.00
H -1.1046 7.3955 0.0185 0.019 -0.025 0.004 0.00
H -3.3261 6.2750 1.0136 0.012 -0.013 -0.014 0.00
H -3.5108 4.6919 0.2305 0.008 -0.022 -0.004 0.00
H -3.1203 4.7770 1.9286 0.007 -0.009 -0.031 0.00
H 2.4607 5.4651 2.1757 0.059 0.005 -0.048 0.00
H 4.9820 6.5455 2.0295 -0.009 -0.027 -0.032 0.00
H 6.9730 6.1955 0.1481 -0.017 -0.007 0.007 0.00
H 6.8807 4.6067 -0.6203 -0.017 0.009 -0.003 0.00
H 6.2639 6.0263 -1.4601 -0.008 -0.010 0.010 0.00
N -1.9370 1.9827 2.8550 -0.124 -0.179 0.011 0.00
C -3.2433 2.1446 3.4965 0.067 0.047 0.012 0.00
C -4.3691 1.5749 2.6394 -0.059 -0.061 -0.036 0.00
C -4.5826 2.4135 1.3712 0.120 0.053 -0.091 0.00
O -5.5810 3.1418 1.3025 0.156 -0.107 0.009 0.00
O -3.6514 2.3123 0.5053 -0.598 0.177 0.131 -0.02
H -1.6787 1.0005 2.8202 -0.080 0.013 0.173 0.00
H -1.1958 2.4829 3.3273 0.014 0.032 -0.028 0.00
H -3.4138 3.2139 3.6482 -0.005 0.023 -0.005 0.00
H -3.2771 1.6783 4.4906 0.022 -0.023 0.027 0.00
H -5.2899 1.5695 3.2237 -0.025 0.010 -0.009 0.00
H -4.1197 0.5484 2.3530 0.028 0.024 0.007 0.00
S -1.6951 3.5077 -2.3178 0.017 -0.060 0.022 0.39
C -2.1549 2.5799 -3.6421 -0.002 0.021 -0.021 0.02
C -1.9620 3.1307 -4.9436 0.002 0.009 -0.042 0.05
C -2.3525 2.4975 -6.0934 -0.042 -0.060 0.105 -0.01
C -2.1221 3.1197 -7.3630 0.019 0.023 -0.082 0.01
N -1.9310 3.6263 -8.3795 -0.014 -0.023 0.059 0.00
C -2.9980 1.2215 -6.0043 0.059 0.058 0.098 -0.01
C -3.1885 0.6552 -4.7717 -0.028 -0.048 -0.053 0.05
C -2.7578 1.2615 -3.5566 0.004 0.050 0.004 0.02
S -2.9644 0.4117 -2.1226 0.048 0.028 0.099 0.43
C -3.4344 0.5327 -7.1818 -0.015 0.017 -0.052 0.01
N -3.7891 -0.0210 -8.1269 0.006 -0.002 0.024 0.00
H -1.4847 4.0997 -5.0000 0.010 -0.008 -0.023 0.00
H -3.6711 -0.3105 -4.6939 0.011 0.015 -0.028 0.00
C 1.9896 -12.1041 0.9905 0.007 -0.025 0.018 0.00
O 0.6630 -11.7943 1.3461 0.042 -0.082 -0.023 0.00
C 0.3147 -10.4672 1.3295 -0.030 0.007 0.017 0.00
C 1.1979 -9.4344 1.0438 0.038 0.092 -0.013 0.00
C 0.7522 -8.1176 1.0519 -0.072 -0.073 0.008 0.00
C -0.5759 -7.8171 1.3422 -0.005 -0.044 0.034 0.00
C -1.4478 -8.8677 1.6326 0.061 -0.049 -0.010 0.00
C -1.0126 -10.1799 1.6262 -0.064 0.065 0.001 0.00
N -1.1312 -6.5146 1.3779 -0.119 -0.289 0.045 0.00
N -0.3246 -5.6194 1.0317 0.126 0.194 -0.029 0.00
C -0.7806 -4.3243 1.0316 0.052 0.091 -0.049 0.00
C -2.0822 -3.9473 1.3807 0.010 0.094 0.007 0.00
C -2.5084 -2.6391 1.3578 0.027 0.032 -0.013 0.00
C -1.6427 -1.5837 0.9634 0.048 0.087 -0.120 -0.01
O -1.9859 -0.3725 0.9394 -0.151 -0.246 0.295 0.01
C -0.2782 -1.9643 0.5841 0.030 -0.044 -0.011 0.01
N 0.5234 -0.9451 0.2168 -0.016 0.006 0.025 -0.01
C 1.7662 -1.2006 -0.0986 0.067 0.015 0.034 0.00
C 2.3000 -2.5040 -0.0759 -0.018 0.004 0.004 0.00
C 1.4938 -3.5511 0.2804 -0.020 -0.002 -0.008 0.00
C 0.1468 -3.3063 0.6301 -0.058 0.055 0.012 0.00
H 2.0702 -13.1880 1.0250 0.008 -0.011 0.000 0.00
H 2.7077 -11.6678 1.6924 -0.004 -0.008 -0.006 0.00
H 2.2276 -11.7563 -0.0196 -0.004 -0.008 0.002 0.00
H 2.2360 -9.6359 0.8141 -0.039 0.020 0.006 0.00
H 1.4338 -7.3101 0.8283 0.009 0.020 -0.001 0.00
H -2.4789 -8.6255 1.8585 0.011 -0.003 -0.001 0.00
H -1.6895 -10.9973 1.8438 0.028 0.013 -0.001 0.00
H -2.7682 -4.7284 1.6808 0.005 -0.023 -0.014 0.00
H -3.5245 -2.3784 1.6280 0.016 0.004 -0.006 0.00
H 2.3768 -0.3474 -0.3876 -0.042 -0.045 0.025 0.00
H 3.3379 -2.6646 -0.3427 -0.015 -0.001 0.000 0.00
H 1.8666 -4.5662 0.3019 -0.010 -0.002 0.005 0.00
```
Forces are in eV/Å.